A cluster of 13 separate species, C70H77F9O8 in total. Source: the Open Molecules 2025 dataset; level of theory: ωB97M-V with the def2-TZVPD basis set.

Last column: Löwdin charge in e.
CARTESIAN COORDINATES (ANGSTROEM)
F: 13.0106 13.7085 13.7376  0.0455
C: 12.2487 13.6051 14.8561  -0.2652
C: 11.2901 14.6040 15.1264  0.0004
C: 10.5040 14.4600 16.2412  -0.0791
C: 10.7381 13.4322 17.1581  -0.0961
C: 11.7252 12.5371 16.9139  -0.0986
C: 12.4452 12.6157 15.7551  -0.0448
H: 11.0506 15.2767 14.3093  0.0938
H: 9.7565 15.2330 16.4028  0.1095
H: 10.0568 13.3718 18.0166  0.1128
H: 11.8636 11.7730 17.6345  0.1024
H: 13.1641 11.8354 15.4365  0.1297
F: 12.8697 22.6857 19.4632  0.0177
C: 13.2740 21.9403 18.3674  -0.2522
C: 12.9493 20.6206 18.3153  -0.0224
C: 13.3943 19.8437 17.2373  -0.0766
C: 14.1135 20.4564 16.2482  -0.0832
C: 14.4802 21.8007 16.3556  -0.0797
C: 14.0432 22.5965 17.3862  0.0134
H: 12.2762 20.2702 19.1176  0.1292
H: 13.0912 18.8184 17.1466  0.0870
H: 14.2813 19.9415 15.2965  0.1021
H: 15.1154 22.1933 15.6073  0.0638
H: 14.2100 23.6368 17.4376  0.1055
F: 18.7531 18.3124 17.6511  -0.0007
C: 19.6575 18.6096 18.6814  -0.2367
C: 20.8551 19.2909 18.3271  -0.0219
C: 21.6945 19.5541 19.3858  -0.0872
C: 21.3073 19.2971 20.7110  -0.0994
C: 20.1068 18.7470 21.0044  -0.0840
C: 19.2506 18.3854 19.9687  -0.0126
H: 20.9055 19.6808 17.3158  0.1175
H: 22.6666 19.9475 19.1537  0.1034
H: 22.0455 19.5877 21.4617  0.1107
H: 19.7572 18.5467 21.9955  0.1064
H: 18.2593 17.9700 20.0851  0.1213
F: 9.4816 19.5833 14.3582  0.0207
C: 9.9779 18.5925 13.5163  -0.2663
C: 9.0394 17.8586 12.8394  -0.0242
C: 9.4858 16.8153 12.0599  -0.0718
C: 10.8646 16.5488 12.0345  -0.1086
C: 11.7804 17.3304 12.7016  -0.0879
C: 11.2976 18.3595 13.4719  -0.0165
H: 7.9872 18.0425 13.0220  0.1211
H: 8.7618 16.2718 11.4592  0.1076
H: 11.2003 15.7256 11.3949  0.1135
H: 12.8362 17.1643 12.6055  0.0757
H: 11.9160 19.0452 14.0681  0.1298
F: 13.0328 22.0318 12.9291  0.0366
C: 14.0628 22.9222 12.9292  -0.2739
C: 15.3645 22.4132 12.9644  -0.0233
C: 16.4042 23.3528 12.8986  -0.0679
C: 16.1287 24.7211 12.7716  -0.0934
C: 14.8265 25.1404 12.7563  -0.1064
C: 13.7555 24.2770 12.8360  -0.0088
H: 15.5322 21.3348 13.0692  0.1162
H: 17.4607 22.9975 12.9917  0.0885
H: 16.9251 25.4580 12.7210  0.1046
H: 14.7040 26.2177 12.7522  0.1075
H: 12.7238 24.6210 12.9443  0.1246
F: 17.3597 22.0241 15.4822  -0.0040
C: 17.9913 22.5590 16.6069  -0.2677
C: 17.9748 23.9135 16.6673  -0.0179
C: 18.4596 24.5097 17.8329  -0.0622
C: 19.0651 23.6974 18.7886  -0.0892
C: 19.2064 22.3325 18.6189  -0.0572
C: 18.5299 21.7406 17.5620  -0.0066
H: 17.5516 24.5188 15.8513  0.1277
H: 18.3836 25.5668 17.9717  0.1002
H: 19.5213 24.2552 19.5878  0.1006
H: 19.6817 21.8031 19.4272  0.0998
H: 18.3769 20.6872 17.4163  0.0976
F: 19.9744 25.1217 11.7802  0.0397
C: 19.8605 23.7896 12.0471  -0.2839
C: 20.1811 23.3154 13.3087  -0.0097
C: 19.9164 21.9727 13.5468  -0.0921
C: 19.5543 21.1437 12.5217  -0.0931
C: 19.4476 21.6312 11.2275  -0.0634
C: 19.5125 22.9894 10.9828  -0.0083
H: 20.5274 23.9989 14.0821  0.1244
H: 20.0522 21.6159 14.5715  0.1103
H: 19.3948 20.1156 12.6794  0.0670
H: 19.3003 20.9473 10.4385  0.0913
H: 19.3968 23.3827 10.0210  0.1067
F: 16.8966 13.0777 10.9624  0.0383
C: 17.5822 12.0026 10.5019  -0.2674
C: 17.3153 10.7915 11.0148  -0.0354
C: 18.0457 9.6857 10.6014  -0.0694
C: 18.9028 9.8927 9.5561  -0.1166
C: 19.1707 11.1075 8.9809  -0.0973
C: 18.5494 12.2113 9.4622  0.0043
H: 16.5403 10.7600 11.8130  0.1367
H: 17.9214 8.7040 11.0523  0.1129
H: 19.4301 9.0256 9.2044  0.0997
H: 19.8537 11.1649 8.1750  0.0996
H: 18.6916 13.2152 9.1055  0.1083
F: 18.9570 9.7254 15.6658  0.0451
C: 18.1022 10.7825 15.6245  -0.2727
C: 18.3664 11.7971 14.7473  -0.0143
C: 17.4587 12.8297 14.6388  -0.0783
C: 16.3009 12.8309 15.4210  -0.0851
C: 16.0867 11.8363 16.3456  -0.0914
C: 16.9887 10.7694 16.4527  0.0037
H: 19.3258 11.8372 14.2221  0.1247
H: 17.6661 13.5869 13.9242  0.0696
H: 15.6143 13.6591 15.2296  0.1008
H: 15.2315 11.8211 16.9573  0.0883
H: 16.8698 10.0229 17.1960  0.1083
O: 19.6274 14.0404 12.9288  0.0907
C: 19.7673 15.1543 13.3583  -0.5387
O: 19.6504 16.2894 12.6424  -0.0160
C: 19.1805 16.0943 11.2865  -0.1879
C: 18.6925 17.4964 10.7914  -0.0504
C: 19.9665 15.4398 14.8040  0.0362
H: 18.3655 15.3247 11.2825  0.1107
H: 19.9272 15.6713 10.5740  0.1290
H: 19.5176 18.1477 10.5347  0.0627
H: 18.0519 17.8949 11.6213  0.0707
H: 18.1458 17.4456 9.8557  0.0695
H: 19.0275 15.3511 15.3345  0.0702
H: 20.3077 16.4475 14.9106  0.0794
H: 20.6388 14.7060 15.2372  0.1002
O: 15.9734 13.9341 19.3386  0.1462
C: 16.7435 14.4211 18.6310  -0.5664
O: 16.6291 15.6599 18.0981  -0.0432
C: 15.3701 16.4000 18.3584  -0.2031
C: 14.2820 15.8535 17.5476  -0.0682
C: 18.1065 13.7519 18.2406  0.0376
H: 15.6873 17.3794 17.9594  0.1118
H: 15.1698 16.4604 19.4537  0.1377
H: 13.9633 14.8831 17.8834  0.0763
H: 14.7521 15.6755 16.5931  0.0736
H: 13.4496 16.5175 17.4359  0.0682
H: 18.2000 12.9110 18.9269  0.0833
H: 19.0287 14.4175 18.2923  0.1025
H: 18.0915 13.4054 17.2424  0.0225
O: 14.9486 17.6221 13.5345  0.0481
C: 15.6152 16.5893 13.4620  -0.5254
O: 16.7589 16.4081 14.1311  -0.0066
C: 17.0905 17.5258 15.0705  -0.1793
C: 17.7004 18.7107 14.4442  -0.0699
C: 15.2871 15.5982 12.4336  0.0306
H: 17.8024 17.0163 15.7050  0.0890
H: 16.1783 17.7767 15.5935  0.1038
H: 17.2346 19.0881 13.5160  0.0760
H: 18.7486 18.6116 14.1952  0.0640
H: 17.5495 19.5388 15.1697  0.0816
H: 16.0931 14.8573 12.4341  0.0708
H: 15.1303 16.1198 11.5022  0.0663
H: 14.3244 15.0796 12.5576  0.0879
O: 13.8816 17.0430 9.9694  0.0660
C: 13.1689 17.8040 9.3611  -0.5664
O: 13.1724 19.1028 9.5343  0.0233
C: 14.0714 19.6106 10.5437  -0.2110
C: 15.5047 19.4286 10.2339  -0.0745
C: 12.2164 17.2624 8.3425  0.0342
H: 13.7359 19.1168 11.4772  0.1141
H: 13.7898 20.6899 10.5913  0.1312
H: 15.6766 19.7811 9.1966  0.0972
H: 15.7835 18.3689 10.2158  0.0579
H: 16.1957 20.0105 10.8858  0.0804
H: 11.3238 16.9002 8.8734  0.0906
H: 12.7169 16.4033 7.9182  0.0872
H: 11.9615 17.9273 7.5456  0.0760

Results
ΔE to the lowest compared entry with this formula, charge and spin (kJ/mol): 0.0
E_tot (eV): -114675.8348
HOMO-LUMO gap (eV): 9.59
LUMO level (Eh): 0.018
E_HOMO (eV): -9.096